DFT (the ωB97M-V functional and the def2-TZVPD basis) results for a cluster of 2 separate species, C18H22N2O3S in total in a non-equilibrium geometry.

Results
SMILES string: Cc1ccc(S(=O)(=O)/N=C/c2ccccc2)cc1.C1COCCN1
Maximum force in Eh/bohr: 0.04277
Energy relative to the best compared isomer or geometry (same formula, charge and spin) in kcal per mole: 87.0
LUMO level in eV: -0.34
M in g/mol: 346.45
HOMO-LUMO gap in eV: 7.8772

Each line ends with the Mulliken charge.
Element x y z (Å)
C (-5.9080, 2.3267, 0.8081)  -1.314
C (-4.8639, 1.2367, 0.7436)  0.870
C (-4.9934, 0.0936, 1.5430)  -0.569
C (-4.0497, -0.9315, 1.4932)  -0.499
C (-2.9426, -0.8057, 0.6429)  0.143
S (-1.8242, -2.1944, 0.4546)  1.238
O (-2.5198, -3.3405, 0.9701)  -0.718
O (-1.3646, -2.1914, -0.9187)  -0.613
N (-0.5387, -1.7878, 1.4595)  -0.197
C (0.5180, -2.5315, 1.4881)  -0.735
C (1.3972, -2.3765, 2.6445)  1.095
C (2.3788, -3.3463, 2.9212)  -0.363
C (3.2555, -3.1673, 3.9978)  -0.581
C (3.1602, -2.0124, 4.8002)  -0.378
C (2.1190, -1.0854, 4.5793)  -0.496
C (1.2271, -1.2793, 3.5141)  -0.293
C (-2.7961, 0.3260, -0.1692)  -0.264
C (-3.7506, 1.3415, -0.1007)  -0.816
H (-5.6418, 3.1387, 0.1146)  0.330
H (-6.9006, 1.9281, 0.5335)  0.318
H (-5.9764, 2.7328, 1.8328)  0.318
H (-5.8576, -0.0056, 2.2014)  0.358
H (-4.1663, -1.8329, 2.0934)  0.422
H (0.7677, -3.3498, 0.7811)  0.113
H (2.4526, -4.2323, 2.2838)  0.375
H (4.0703, -3.8788, 4.1825)  0.358
H (3.8791, -1.8189, 5.6054)  0.369
H (2.0221, -0.1763, 5.1863)  0.359
H (0.4007, -0.5945, 3.3012)  0.435
H (-1.9517, 0.4047, -0.8544)  0.393
H (-3.6551, 2.2307, -0.7250)  0.260
C (3.4425, -2.0728, -0.2605)  -0.412
C (4.3379, -1.6237, -1.4198)  -0.616
O (3.6303, -1.6153, -2.6544)  -0.384
C (2.5654, -0.6742, -2.6427)  -0.622
C (1.5179, -1.0403, -1.5886)  -0.340
N (2.0837, -1.5637, -0.3536)  -0.073
H (3.3628, -3.1817, -0.2510)  0.248
H (3.8975, -1.7455, 0.6883)  0.213
H (4.7232, -0.6119, -1.1897)  0.339
H (5.1575, -2.3325, -1.5907)  0.314
H (2.1434, -0.7309, -3.6530)  0.308
H (2.9448, 0.3412, -2.4177)  0.343
H (0.8193, -1.8137, -1.9660)  0.249
H (0.9348, -0.1363, -1.3486)  0.113
H (1.6949, -1.1173, 0.5097)  0.406

Cartesian forces (eV/Å) of the 6 atoms listed first:
C 0.02 0.02 -0.04
C 0.23 -0.23 0.12
C 0.18 -0.11 -0.13
C 0.24 0.17 -0.15
C -0.12 0.15 -0.09
S 0.19 0.65 -0.91


DFT (the ωB97M-V functional and the def2-TZVPD basis) results for an isolated molecule of C18H22N2O4.

Results
SMILES string: CCOc1cc(C(=O)Nc2ccncc2)cc(OCC)c1OCC
Maximum force in Eh/bohr: 0.01271
Energy relative to the best compared isomer or geometry (same formula, charge and spin) in kcal per mole: 63.4
LUMO level in eV: 0.48
M in g/mol: 330.38
HOMO-LUMO gap in eV: 8.8862

Each line ends with the Mulliken charge.
Element x y z (Å)
C (-1.6108, -4.5100, 0.9556)  -1.478
C (-0.7350, -3.2812, 0.7674)  -0.322
O (-1.5802, -2.2112, 0.3984)  -0.365
C (-1.0426, -0.9846, 0.1828)  0.345
C (0.3033, -0.6815, 0.2693)  -0.895
C (0.7483, 0.6178, 0.0153)  0.143
C (2.1795, 1.0149, 0.1011)  0.370
O (2.5259, 2.1241, 0.4453)  -0.683
N (3.0502, 0.0163, -0.2622)  -0.103
C (4.4390, 0.0362, -0.2778)  0.729
C (5.2032, 1.1158, 0.1612)  -0.315
C (6.5820, 1.0050, 0.1019)  -0.467
N (7.2244, -0.0614, -0.3440)  -0.615
C (6.4957, -1.0838, -0.7593)  -0.462
C (5.1137, -1.0922, -0.7497)  -0.418
C (-0.1740, 1.6076, -0.2772)  -0.566
C (-1.5330, 1.3267, -0.3546)  0.234
O (-2.4134, 2.3577, -0.6359)  -0.479
C (-2.9086, 3.0377, 0.5109)  -0.213
C (-1.8730, 3.9177, 1.2005)  -1.280
C (-1.9854, 0.0182, -0.1603)  0.755
O (-3.2646, -0.4155, -0.2359)  -0.472
C (-4.2150, 0.2768, -1.0332)  -0.124
C (-5.2820, -0.7300, -1.4372)  -1.405
H (-2.1315, -4.7377, 0.0299)  0.325
H (-1.0000, -5.3610, 1.2430)  0.423
H (-2.3495, -4.3204, 1.7288)  0.333
H (-0.2081, -3.0447, 1.7027)  0.384
H (0.0105, -3.4654, -0.0201)  0.379
H (1.0051, -1.4456, 0.5657)  0.622
H (2.6359, -0.8347, -0.6167)  0.153
H (4.7293, 2.0081, 0.5311)  0.493
H (7.2101, 1.8215, 0.4325)  0.358
H (7.0511, -1.9407, -1.1180)  0.354
H (4.5650, -1.9545, -1.1012)  0.346
H (0.1691, 2.6146, -0.4528)  0.548
H (-3.3155, 2.3119, 1.2297)  0.285
H (-3.7268, 3.6520, 0.1250)  0.355
H (-1.4501, 4.6244, 0.4911)  0.308
H (-2.3507, 4.4699, 2.0055)  0.410
H (-1.0694, 3.3156, 1.6177)  0.353
H (-3.7303, 0.7027, -1.9175)  0.389
H (-4.6695, 1.0927, -0.4583)  0.210
H (-5.7369, -1.1617, -0.5500)  0.317
H (-4.8376, -1.5313, -2.0211)  0.336
H (-6.0478, -0.2371, -2.0293)  0.406

Cartesian forces (eV/Å) of the 6 atoms listed first:
C 0.15 0.42 -0.09
C 0.18 -0.35 0.10
O -0.13 0.20 -0.04
C -0.18 0.09 -0.10
C 0.00 -0.08 -0.03
C -0.54 0.18 0.04


DFT (the ωB97M-V functional and the def2-TZVPD basis) results for a structure of composition C18H22N4O2Pt in a non-equilibrium geometry.

Results
Maximum force in Eh/bohr: 0.03093
Energy relative to the best compared isomer or geometry (same formula, charge and spin) in kcal per mole: 31.1
LUMO level in eV: 0.19
M in g/mol: 521.48
HOMO-LUMO gap in eV: 7.9462

Each line ends with the Mulliken charge.
Element x y z (Å)
Pt (0.3643, 0.5513, 0.2588)  0.817
O (1.4140, 2.2690, 0.2462)  -1.071
C (0.9628, 3.4930, 0.2791)  0.480
C (1.9015, 4.5473, 0.2947)  -0.324
C (1.4914, 5.8563, 0.3199)  -0.398
C (0.1296, 6.1905, 0.3316)  -0.682
C (-0.7974, 5.1811, 0.3179)  -0.671
C (-0.4097, 3.8277, 0.2933)  0.261
C (-1.4388, 2.8343, 0.2794)  -0.094
N (-1.2988, 1.5535, 0.2777)  0.322
N (-2.4968, 0.8383, 0.2732)  -0.873
C (-2.2495, -0.4332, 0.2220)  0.515
O (-1.0561, -0.9337, 0.1738)  -0.598
C (-3.3934, -1.3809, 0.2193)  0.263
C (-3.1550, -2.7505, 0.2049)  -0.278
C (-4.2147, -3.6452, 0.2019)  -0.643
C (-5.5195, -3.1757, 0.2113)  -0.349
C (-5.7616, -1.8078, 0.2252)  -0.628
C (-4.7052, -0.9128, 0.2294)  -0.308
H (2.9524, 4.2887, 0.2853)  0.387
H (2.2353, 6.6434, 0.3315)  0.367
H (-0.1802, 7.2259, 0.3511)  0.391
H (-1.8562, 5.4134, 0.3262)  0.333
H (-2.4704, 3.1708, 0.2769)  0.440
H (-2.1347, -3.1078, 0.1935)  0.471
H (-4.0201, -4.7099, 0.1916)  0.393
H (-6.3471, -3.8734, 0.2065)  0.375
H (-6.7790, -1.4385, 0.2325)  0.369
H (-4.8810, 0.1537, 0.2418)  0.429
N (2.7685, 0.1568, 0.1977)  -0.352
C (3.6861, -0.5441, -0.7390)  -0.731
C (4.0977, -2.0177, -0.5060)  -0.546
C (3.2989, -3.1465, -1.1609)  -1.001
C (1.8334, -3.1450, -0.8192)  -0.379
N (1.7138, -3.0251, 0.6331)  -0.412
H (2.8438, 1.1600, 0.0608)  0.447
H (3.0676, -0.0474, 1.1458)  0.173
H (4.6375, -0.0030, -0.7341)  0.405
H (3.2497, -0.4130, -1.7313)  0.324
H (4.1645, -2.2111, 0.5696)  0.331
H (5.1195, -2.0890, -0.8839)  0.373
H (3.7062, -4.1081, -0.8332)  0.336
H (3.4456, -3.1024, -2.2435)  0.350
H (1.3803, -4.0710, -1.1908)  0.435
H (1.3077, -2.3218, -1.3148)  0.165
H (2.5122, -3.4538, 1.0884)  0.179
H (0.8807, -3.4863, 0.9651)  0.208

Cartesian forces (eV/Å) of the 6 atoms listed first:
Pt 0.25 1.44 -0.45
O 0.40 -0.24 0.11
C -0.24 0.12 0.01
C -0.04 -0.06 -0.01
C -0.02 0.04 0.00
C 0.04 0.02 0.00


DFT (the ωB97M-V functional and the def2-TZVPD basis) results for an isolated molecule of C18H22N4S.

Results
SMILES string: Cc1sc2ncnc(NC[C@@H](c3ccccc3)N(C)C)c2c1C
Maximum force in Eh/bohr: 0.01452
Energy relative to the best compared isomer or geometry (same formula, charge and spin) in kcal per mole: 0.0
LUMO level in eV: 0.71
M in g/mol: 326.47
HOMO-LUMO gap in eV: 8.5763

Each line ends with the Mulliken charge.
Element x y z (Å)
C (0.7760, 0.0057, -5.2386)  -1.370
C (1.0173, -0.6638, -3.9284)  0.926
S (2.5317, -1.5042, -3.6846)  -0.326
C (2.0524, -1.9415, -2.0793)  -0.074
N (2.8249, -2.6436, -1.2592)  -0.647
C (2.3083, -2.8556, -0.0696)  -0.350
N (1.1404, -2.4329, 0.3806)  -0.536
C (0.3563, -1.7312, -0.4380)  0.551
N (-0.8500, -1.3431, 0.0421)  -0.082
C (-1.0852, -1.2922, 1.4661)  -1.775
C (-0.2700, -0.1618, 2.1481)  0.544
C (-0.2461, 1.0139, 1.2007)  -0.190
C (-1.3893, 1.7834, 1.0134)  -0.085
C (-1.4002, 2.8057, 0.0818)  -0.793
C (-0.2735, 3.0611, -0.6844)  -0.478
C (0.8686, 2.3001, -0.5024)  -0.786
C (0.8827, 1.2847, 0.4388)  -0.016
N (-0.8684, 0.2156, 3.4251)  -0.087
C (-0.1071, 1.2810, 4.0514)  -1.027
C (-0.9837, -0.9089, 4.3337)  -1.009
C (0.7762, -1.4468, -1.7628)  1.139
C (0.1937, -0.7143, -2.8477)  -0.246
C (-1.1583, -0.0715, -2.8229)  -1.623
H (0.6051, 1.0734, -5.1015)  0.328
H (-0.0956, -0.4197, -5.7365)  0.332
H (1.6392, -0.1259, -5.8850)  0.422
H (2.9105, -3.4265, 0.6248)  0.415
H (-1.3326, -0.6449, -0.5000)  0.263
H (-0.7980, -2.2596, 1.8778)  0.507
H (-2.1500, -1.1148, 1.6244)  0.422
H (0.7644, -0.5296, 2.2848)  0.457
H (-2.2609, 1.5776, 1.6161)  0.417
H (-2.2914, 3.4012, -0.0539)  0.393
H (-0.2859, 3.8525, -1.4193)  0.404
H (1.7501, 2.4943, -1.0953)  0.433
H (1.7767, 0.6931, 0.5782)  0.415
H (-0.0472, 2.1339, 3.3782)  0.303
H (0.9162, 0.9691, 4.3124)  0.347
H (-0.6191, 1.5918, 4.9608)  0.366
H (-0.0184, -1.4056, 4.5147)  0.367
H (-1.3693, -0.5462, 5.2854)  0.373
H (-1.6859, -1.6391, 3.9394)  0.308
H (-1.1802, 0.7540, -2.1092)  0.243
H (-1.3994, 0.3297, -3.8034)  0.446
H (-1.9250, -0.7989, -2.5568)  0.379

Cartesian forces (eV/Å) of the 6 atoms listed first:
C -0.06 0.01 0.02
C 0.12 -0.20 0.36
S -0.39 0.09 0.21
C -0.51 0.27 0.04
N 0.57 -0.30 -0.05
C 0.35 -0.04 -0.19


DFT (the ωB97M-V functional and the def2-TZVPD basis) results for an isolated molecule of C18H22N8O3.

Results
SMILES string: C[C@@](CO)(CNC(=O)c1cn2cnnc2cn1)NC(=O)Cc1cncn1C1CC1
Maximum force in Eh/bohr: 0.00312
Energy relative to the best compared isomer or geometry (same formula, charge and spin) in kcal per mole: 0.0
LUMO level in eV: -0.27
M in g/mol: 398.43
HOMO-LUMO gap in eV: 8.7913

Each line ends with the Mulliken charge.
Element x y z (Å)
C (-2.0734, 1.4534, 2.1445)  -1.801
C (-2.0900, -0.0723, 2.1103)  1.287
C (-2.6939, -0.6395, 3.4079)  -1.043
O (-2.3159, 0.0412, 4.5765)  -0.595
C (-2.9588, -0.5717, 0.9442)  -1.600
N (-2.4126, -0.2051, -0.3435)  -0.070
C (-1.7097, -1.0806, -1.0899)  -0.221
O (-1.5657, -2.2616, -0.8040)  -0.690
C (-1.0095, -0.4713, -2.2611)  0.940
C (-0.1881, -1.2580, -2.9869)  -0.433
N (0.5572, -0.6522, -3.9615)  0.231
C (1.5409, -1.0721, -4.8040)  -0.009
N (2.0031, -0.0549, -5.4841)  -0.520
N (1.3432, 1.0706, -5.0990)  -0.564
C (0.4776, 0.7062, -4.1820)  0.458
C (-0.4388, 1.4520, -3.3841)  -0.340
N (-1.1429, 0.8886, -2.4579)  -0.505
N (-0.7395, -0.6115, 1.8584)  0.224
C (0.3320, -0.4485, 2.6538)  0.865
O (0.3104, 0.1553, 3.7213)  -0.759
C (1.6208, -1.1181, 2.1828)  -1.434
C (1.8803, -1.1629, 0.7156)  0.705
C (1.8235, -2.1842, -0.1899)  -0.821
N (2.2292, -1.7583, -1.4316)  -0.504
C (2.5298, -0.4936, -1.2767)  -0.348
N (2.3274, -0.0702, -0.0027)  0.493
C (2.5952, 1.2359, 0.5259)  -0.205
C (2.2553, 2.4283, -0.3133)  -0.699
C (1.4326, 2.1053, 0.9015)  0.043
H (-3.0650, 1.8224, 2.4099)  0.430
H (-1.3713, 1.8205, 2.8885)  0.362
H (-1.7928, 1.8649, 1.1735)  0.472
H (-3.7823, -0.5571, 3.3435)  0.453
H (-2.4454, -1.7080, 3.4582)  0.374
H (-1.3495, 0.1485, 4.5492)  0.439
H (-3.0384, -1.6586, 0.9691)  0.441
H (-3.9586, -0.1499, 1.0504)  0.555
H (-2.4150, 0.7533, -0.6570)  0.348
H (-0.0607, -2.3118, -2.8026)  0.413
H (1.8788, -2.0916, -4.8670)  0.451
H (-0.5319, 2.5191, -3.5486)  0.487
H (-0.6193, -1.2169, 1.0562)  0.206
H (2.4277, -0.6165, 2.7174)  0.357
H (1.5910, -2.1446, 2.5557)  0.433
H (1.5119, -3.2014, -0.0139)  0.385
H (2.9014, 0.1681, -2.0451)  0.548
H (3.4866, 1.2911, 1.1379)  0.298
H (2.9346, 3.2671, -0.2772)  0.297
H (1.8022, 2.2472, -1.2782)  0.087
H (0.4524, 1.6860, 0.7233)  -0.212
H (1.5240, 2.7185, 1.7859)  0.291

Cartesian forces (eV/Å) of the 6 atoms listed first:
C 0.00 0.01 0.00
C 0.05 -0.09 -0.01
C 0.01 0.00 0.03
O -0.04 0.01 0.00
C -0.03 0.13 0.03
N -0.11 -0.08 -0.08